Entry 1:
Below is the molecule C2H6S, with properties calculated with ωB97M-V with the def2-TZVPD basis set.

Atoms and positions in Å:
H  -1.84646  0.08612  0.04214
H  1.74330  -1.05083  0.67292
H  0.15159  1.47296  -0.76783
S  1.96748  -0.05959  -0.18204
H  -0.87202  -0.80838  -1.18729
H  -0.66433  -1.09022  0.67105
C  -0.87214  -0.32848  -0.19833
H  0.15574  1.10882  0.98511
C  0.23684  0.66958  -0.03574

Total charge: 0
Maximum force, eV Å⁻¹: 2.719
LUMO, eV: 1.08
ΔE to the lowest compared entry with this formula, charge and spin, kJ/mol: 17.7
SMILES: CCS

=====

Entry 2:
Below is a cluster of 2 separate species, C2H6S2 in total, with properties calculated with ωB97M-V with the def2-TZVPD basis set.

Atoms and positions in Å:
H  -1.86848  -1.55532  0.57220
H  -1.18089  1.06042  -0.86375
S  2.46611  0.44787  -0.99348
C  -1.25825  0.42021  0.00449
H  -1.81040  -1.21717  -1.19559
H  -1.59865  0.94393  0.89245
S  2.69565  -0.42751  0.97631
H  2.72281  1.67205  -0.49420
C  -1.53713  -0.87046  -0.20413
H  1.36923  -0.47402  1.30571

Total charge: 0
Maximum force, eV Å⁻¹: 1.809
LUMO, eV: 0.09
ΔE to the lowest compared entry with this formula, charge and spin, kJ/mol: 154.8
SMILES: C=C.SS